Record 1
ORCA calculation (wB97M-V/def2-TZVPD) on the molecule C3H5N3 at a distorted geometry.

Structure (ORCA input):
```
! wB97M-V def2-TZVPD RIJCOSX def2/J DEFGRID3
* xyz 0 1
N -1.939 0.214 1.109
H 1.459 0.291 -1.559
N 0.110 1.127 0.760
C 0.009 0.043 0.019
H 0.716 -1.313 -1.500
N -1.403 1.218 1.578
H 0.948 1.706 0.765
C -1.247 -0.525 0.225
H -1.681 -1.410 -0.207
H 1.939 -0.860 -0.302
C 1.089 -0.490 -0.886
*
```

Computed properties:
* SMILES string: Cc1cnn[nH]1
* total energy: -281.51832 Eh
* LUMO level: 0.0302 hartree
* ΔE to the lowest compared entry with this formula, charge and spin: 45.01 kcal per mole

Record 2
ORCA calculation (wB97M-V/def2-TZVPD) on the molecule C3H2F4 at a distorted geometry.

Structure (ORCA input):
```
! wB97M-V def2-TZVPD RIJCOSX def2/J DEFGRID3
* xyz 0 1
H -0.794 1.249 1.197
C 0.392 -1.137 0.065
C -0.633 1.272 0.243
F -0.997 2.349 -0.370
F 1.404 -1.248 0.963
F 0.593 0.436 -1.794
C 0.349 0.272 -0.548
F -0.734 -1.298 0.828
H 0.419 -1.896 -0.586
*
```

Computed properties:
* SMILES string: F/C=C(\F)C(F)F
* total energy: -514.85216 Eh
* LUMO level: 0.0101 hartree
* ΔE to the lowest compared entry with this formula, charge and spin: 72.05 kcal per mole

Record 3
ORCA calculation (wB97M-V/def2-TZVPD) on the ion C3H8FN3 with charge +2 at a distorted geometry.

Structure (ORCA input):
```
! wB97M-V def2-TZVPD RIJCOSX def2/J DEFGRID3
* xyz 2 1
H -0.922 0.535 -2.074
F 0.535 -0.031 2.010
C -1.000 -0.277 -1.256
C -0.279 -0.416 1.050
N -1.202 -1.220 1.439
H 0.755 1.264 -1.701
H -0.711 -1.237 -1.613
H 2.270 0.804 0.877
N 0.016 0.086 -0.233
H -2.054 -0.391 -0.935
H -2.096 -1.503 1.064
C 0.976 0.877 -0.683
H 2.778 1.883 -0.394
H -1.163 -1.521 2.502
N 2.099 1.148 -0.054
*
```

Computed properties:
* SMILES string: C/[N+](C=[NH2+])=C(\N)F
* total energy: -382.54807 Eh
* LUMO level: -0.3765 hartree
* ΔE to the lowest compared entry with this formula, charge and spin: 2.14 kcal per mole